DFT (ωB97M-V with the def2-TZVPD basis set) results for a 7-piece molecular cluster, C30H47N7OSi overall.

Geometry as XYZ:
```
86
Properties=species:S:1:pos:R:3:mulliken_charge:R:1
C -2.208 -0.486 -0.606 -0.97
Si -0.501 -0.552 -1.373 0.26
C 0.676 -1.699 -0.440 -0.81
C -0.569 -1.121 -3.189 -1.21
C 0.343 1.165 -1.327 -0.43
O -0.547 2.270 -1.478 -0.35
C -0.869 2.568 -2.810 -0.24
C 0.262 3.290 -3.608 -0.97
N 1.391 3.734 -2.758 -0.53
H -2.181 -0.618 0.476 0.22
H -2.689 0.474 -0.784 0.31
H -2.839 -1.276 -1.011 0.37
H 0.507 -2.747 -0.672 0.11
H 1.686 -1.409 -0.730 0.28
H 0.594 -1.534 0.634 0.32
H -0.102 -2.094 -3.326 0.37
H -1.595 -1.129 -3.554 0.33
H -0.019 -0.415 -3.809 0.34
H 1.135 1.163 -2.081 0.19
H 0.824 1.283 -0.356 0.45
H -1.176 1.676 -3.366 0.14
H -1.740 3.220 -2.768 0.49
H -0.186 4.173 -4.063 0.31
H 0.576 2.663 -4.444 0.46
H 2.123 3.037 -2.863 0.13
H 1.788 4.551 -3.218 0.20
C 2.831 -6.938 -2.377 -0.27
C 3.217 -5.631 -2.779 -0.59
C 2.752 -4.758 -1.831 -0.39
N 2.104 -5.489 -0.872 0.05
C 2.145 -6.817 -1.199 -0.74
H 3.028 -7.860 -2.897 0.42
H 3.770 -5.362 -3.663 0.41
H 2.827 -3.687 -1.754 0.42
H 1.663 -5.107 -0.055 0.23
H 1.682 -7.557 -0.569 0.48
C -1.564 -0.573 3.471 -0.32
C -1.203 0.741 3.065 -0.02
C -1.685 1.608 4.006 -0.87
N -2.324 0.867 4.964 0.06
C -2.256 -0.463 4.646 -0.74
H -1.342 -1.494 2.957 0.43
H -0.654 1.018 2.180 0.48
H -1.631 2.681 4.076 0.40
H -2.790 1.246 5.766 0.22
H -2.704 -1.210 5.278 0.39
C -1.716 -8.409 -2.064 -0.45
C -2.576 -8.723 -3.151 -0.42
C -2.621 -7.624 -3.966 -0.53
N -1.822 -6.661 -3.414 0.03
C -1.266 -7.129 -2.256 -0.30
H -1.456 -9.050 -1.238 0.39
H -3.100 -9.649 -3.315 0.38
H -3.147 -7.448 -4.888 0.37
H -1.663 -5.749 -3.801 0.19
H -0.598 -6.518 -1.676 0.34
C -2.836 2.560 10.585 -0.55
C -2.227 1.339 10.980 -0.46
C -1.936 0.639 9.840 -0.42
N -2.346 1.391 8.773 0.09
C -2.896 2.564 9.218 -0.28
H -3.188 3.346 11.231 0.38
H -2.024 1.012 11.985 0.39
H -1.473 -0.323 9.696 0.34
H -2.256 1.120 7.813 0.16
H -3.278 3.297 8.528 0.33
C -2.156 7.452 -1.471 -0.63
C -1.955 6.943 -0.161 -0.53
C -1.087 5.887 -0.261 -0.45
N -0.754 5.740 -1.576 0.12
C -1.401 6.686 -2.322 -0.30
H -2.780 8.282 -1.757 0.40
H -2.398 7.310 0.750 0.40
H -0.680 5.229 0.486 0.42
H -0.130 5.036 -1.938 0.40
H -1.268 6.737 -3.390 0.35
C 5.970 4.083 -2.500 -0.38
C 5.684 3.181 -1.442 -0.27
C 5.356 1.978 -2.007 -0.65
N 5.431 2.120 -3.367 0.03
C 5.806 3.400 -3.676 -0.55
H 6.263 5.115 -2.409 0.40
H 5.716 3.391 -0.386 0.40
H 5.079 1.038 -1.562 0.42
H 5.243 1.396 -4.035 0.19
H 5.925 3.712 -4.699 0.39
```

Output
- frontier orbital gap (eV) = 8.1
- SMILES string = C[Si](C)(C)COCCN.c1cc[nH]c1.c1cc[nH]c1.c1cc[nH]c1.c1cc[nH]c1.c1cc[nH]c1.c1cc[nH]c1
- total energy (Eh) = -1919.2853

DFT (ωB97M-V with the def2-TZVPD basis set) results for a 2-piece molecular cluster, C30H48BF13IN2O7SSi2 overall in a non-equilibrium geometry.

Geometry as XYZ:
```
105
Properties=species:S:1:pos:R:3:mulliken_charge:R:1
C -5.140 1.250 -2.794 -0.49
O -3.870 1.425 -3.516 -0.57
B -3.185 2.593 -2.858 1.15
O -3.387 3.903 -3.499 -0.63
C -2.254 2.270 -1.536 -1.09
N -2.244 3.341 -0.475 0.99
C -3.579 3.559 0.186 -0.30
C -3.476 3.391 1.847 0.19
O -4.465 2.695 2.475 -0.55
C -1.551 4.610 -0.890 0.34
C -1.337 5.615 0.431 -0.16
C 0.068 6.458 0.132 -0.20
O -0.099 7.525 -0.872 -0.59
C -0.718 1.732 -1.929 0.09
C -0.103 2.493 -3.268 -0.93
C 1.568 2.541 -3.191 0.10
C 2.237 2.970 -4.662 0.86
F 1.370 4.018 -5.215 -0.31
F 2.035 1.750 -5.530 -0.35
C 3.826 3.253 -4.579 0.60
F 4.465 2.402 -5.654 -0.33
F 4.303 2.616 -3.294 -0.24
C 4.368 4.761 -4.830 0.50
F 3.851 5.177 -6.193 -0.28
F 5.850 4.631 -5.096 -0.27
C 3.925 5.924 -3.811 0.65
F 3.708 7.163 -4.655 -0.25
F 2.575 5.719 -3.157 -0.15
S 5.077 6.435 -2.454 1.13
F 5.764 4.901 -2.215 -0.27
F 3.853 6.005 -1.283 -0.26
F 4.362 8.026 -2.504 -0.34
F 6.307 7.006 -3.489 -0.29
F 6.026 6.992 -1.131 -0.30
C -0.861 0.126 -2.375 -0.77
O 0.396 -0.460 -2.859 -0.37
C 1.102 -1.235 -1.832 0.44
C 0.487 -2.429 -0.893 -0.37
C 1.373 -3.262 0.255 -0.46
C 2.975 -2.905 0.492 -0.44
C 3.617 -1.744 -0.474 -0.36
C 2.728 -0.909 -1.617 -0.14
O 0.262 1.951 -0.854 0.01
C -0.006 1.132 0.336 -0.19
C 0.124 2.069 1.715 0.39
C 1.642 2.702 1.741 -0.04
O 1.877 3.996 1.438 -0.49
I 3.468 1.534 2.264 0.03
H -5.714 2.291 -2.880 0.18
H -5.800 0.388 -3.284 0.24
H -4.897 0.977 -1.662 0.12
H -4.170 4.394 -3.064 0.33
H -2.759 1.315 -1.024 0.32
H -4.434 2.829 -0.139 0.18
H -3.935 4.678 -0.002 0.37
H -2.587 3.797 2.492 0.21
H -0.442 4.435 -1.296 -0.90
H -2.114 5.265 -1.680 0.13
H -2.260 6.329 0.587 0.34
H -1.109 4.955 1.378 0.03
H 0.431 6.979 1.140 0.36
H 0.938 5.765 -0.237 0.09
H 0.760 8.059 -0.961 0.31
H -0.375 1.906 -4.256 0.59
H -0.415 3.644 -3.326 0.25
H 1.797 3.402 -2.397 0.04
H 2.034 1.566 -2.744 -0.41
H -1.622 0.065 -3.293 0.26
H -1.381 -0.454 -1.501 0.26
H -0.638 -2.726 -1.014 0.29
H 0.917 -4.097 0.950 0.45
H 3.670 -3.410 1.287 0.32
H 4.762 -1.460 -0.347 0.30
H 3.325 -0.113 -2.232 0.27
H 0.786 0.255 0.505 0.13
H -1.058 0.621 0.367 0.25
H -0.738 2.852 1.820 -0.48
H 0.078 1.282 2.610 0.47
C -1.313 -4.902 5.826 -1.02
Si -1.460 -6.728 5.350 0.16
C -3.284 -7.159 5.402 -1.04
C -0.571 -7.708 6.679 -1.05
N -0.761 -6.945 3.768 -0.16
Si -0.729 -8.515 3.013 0.14
C -2.443 -9.217 2.715 -1.03
C 0.274 -9.768 3.983 -1.03
C 0.096 -8.346 1.318 -1.01
H -1.744 -4.733 6.817 0.27
H -0.263 -4.593 5.848 0.24
H -1.847 -4.273 5.108 0.23
H -3.729 -6.798 6.334 0.35
H -3.446 -8.238 5.362 0.31
H -3.822 -6.693 4.571 0.24
H 0.511 -7.560 6.615 0.24
H -0.783 -8.777 6.604 0.31
H -0.898 -7.380 7.670 0.35
H -2.910 -9.550 3.644 0.31
H -2.382 -10.085 2.052 0.35
H -3.092 -8.476 2.241 0.24
H 1.249 -9.357 4.261 0.23
H 0.446 -10.663 3.377 0.35
H -0.244 -10.086 4.891 0.31
H 1.119 -7.972 1.422 0.23
H -0.468 -7.658 0.682 0.23
H 0.134 -9.321 0.820 0.25
```

Output
- frontier orbital gap (eV) = 1.7
- energy above the lowest of the compared OMol25 structures with the same formula, charge and spin (eV) = 22.9032
- total energy (Eh) = -4405.3667
- charge = -1

DFT (ωB97M-V with the def2-TZVPD basis set) results for C30H48BN4P2SbSe4Tc as an isolated structure in a non-equilibrium geometry.

Geometry as XYZ:
```
91
Properties=species:S:1:pos:R:3:mulliken_charge:R:1
Tc 11.735 12.096 8.977 -0.93
C 14.177 7.487 7.791 -1.88
C 13.328 8.412 8.633 1.43
C 12.214 7.552 9.306 -0.76
C 14.275 9.001 9.695 -1.39
P 12.745 9.981 7.684 1.35
C 14.423 10.464 7.068 -2.03
N 14.725 11.674 7.700 0.25
B 13.843 12.514 8.470 1.71
N 14.709 13.557 9.020 0.11
C 14.231 14.720 9.715 -1.42
P 12.514 14.656 9.069 1.12
C 11.632 15.862 10.340 1.85
C 12.578 16.983 10.871 -1.51
C 10.455 16.580 9.683 -1.73
C 11.105 14.986 11.508 -1.41
C 12.692 15.495 7.325 1.92
C 11.368 15.350 6.507 -1.53
C 13.099 16.965 7.491 -1.52
C 13.785 14.782 6.482 -1.77
C 15.968 13.439 8.497 0.38
C 17.130 14.188 8.658 -0.81
C 18.293 13.704 8.059 -0.75
C 18.301 12.518 7.322 -0.87
C 17.153 11.757 7.160 -0.88
C 15.992 12.225 7.758 0.68
C 11.744 9.621 6.141 2.28
C 11.956 10.828 5.157 -1.93
C 12.376 8.414 5.478 -1.78
C 10.248 9.396 6.382 -1.12
H 14.683 6.853 8.493 0.62
H 15.016 7.933 7.216 0.26
H 13.647 6.889 7.080 0.44
H 12.814 6.771 9.818 0.57
H 11.574 7.097 8.602 0.38
H 11.585 8.044 10.010 -0.67
H 14.544 8.329 10.478 0.64
H 13.858 9.923 10.155 -0.26
H 15.249 9.247 9.250 0.29
H 14.352 10.636 6.022 0.60
H 15.217 9.742 7.249 0.64
H 14.736 15.576 9.332 0.58
H 14.197 14.583 10.784 0.52
H 12.862 17.646 10.060 0.31
H 13.508 16.599 11.353 0.39
H 12.046 17.623 11.632 0.45
H 10.638 17.265 8.889 0.33
H 9.901 17.140 10.459 0.53
H 9.763 15.783 9.301 0.37
H 11.874 14.591 12.178 0.28
H 10.319 14.292 11.158 0.02
H 10.554 15.660 12.206 0.66
H 10.454 15.681 7.050 0.23
H 11.199 14.394 6.068 0.08
H 11.437 16.058 5.690 0.68
H 12.418 17.436 8.184 0.32
H 12.890 17.531 6.587 0.47
H 14.139 17.070 7.827 0.28
H 13.632 13.714 6.416 0.35
H 14.823 14.930 6.813 0.23
H 13.719 15.148 5.436 0.67
H 17.222 15.172 9.144 0.46
H 19.253 14.305 8.141 0.37
H 19.205 12.081 6.892 0.45
H 17.068 10.817 6.678 0.56
H 12.899 10.687 4.640 0.72
H 11.951 11.895 5.523 0.23
H 11.136 10.685 4.403 0.54
H 13.453 8.464 5.286 0.29
H 11.877 8.358 4.456 0.53
H 12.108 7.500 6.006 0.38
H 9.698 10.287 6.853 -0.10
H 10.094 8.568 7.068 0.30
H 9.768 9.090 5.427 0.58
Se 8.801 11.468 11.275 -0.08
Sb 10.011 9.223 11.864 0.17
Se 12.473 12.023 11.051 0.38
Se 9.856 10.366 9.497 0.30
Se 12.210 10.201 12.565 -0.25
N 8.203 12.234 3.857 -0.48
C 8.230 12.616 4.944 -0.38
C 8.448 13.054 6.278 0.48
C 7.433 13.719 7.013 -0.90
C 7.812 14.039 8.322 -1.23
C 9.026 13.608 8.858 -0.91
N 9.962 12.948 8.132 1.40
C 9.667 12.657 6.869 -1.90
H 6.483 13.972 6.522 0.55
H 7.233 14.696 8.922 0.61
H 9.251 13.878 9.924 0.37
H 10.335 12.073 6.272 1.22
```

Output
- frontier orbital gap (alpha / beta) (eV) = 4.7 / 4.7
- total energy (Eh) = -12024.4197
- charge = +3

Among the records above, which one has the lowest total energy?
C30H48BN4P2SbSe4Tc

Which value of total energy does entry 3 give?
-12024.4197 Eh

Which value of total energy does entry 3 give?
-12024.4197 Eh